Entry i
The following is a quantum chemistry calculation of a cluster of 3 separate species, C4H14N4 in total, from the Open Molecules 2025 dataset.

Computed properties:
HOMO ... -7.77 eV
Kohn-Sham gap ... 8.9 eV

ORCA input file:
```
! RIJCOSX wB97M-V def2-TZVPD def2/J DEFGRID3
* xyz 0 1
C 1.61443 -0.28203 -1.22540
C -1.18280 -0.81270 -1.26299
C -0.88216 -1.86333 1.03980
C -0.26500 -1.19242 -0.14472
N 0.98220 -0.95195 -0.11627
H 2.67349 -0.17032 -0.99203
H 1.17182 0.70301 -1.39450
H 1.51779 -0.85871 -2.14811
H -1.18165 0.27650 -1.34713
H -0.82376 -1.21737 -2.20907
H -1.39454 -2.77194 0.72869
H -1.61774 -1.19733 1.48705
H -0.12818 -2.11330 1.78028
H -2.19427 -1.16257 -1.08318
N 0.22341 1.47190 2.05372
N 1.23403 0.83082 1.99351
N -0.75269 2.37171 -0.48404
H -0.47171 2.01713 0.43829
H -1.72809 2.63751 -0.39426
H 1.35559 0.00750 1.33262
H 2.08259 1.04971 2.58600
H -0.23277 3.22820 -0.63826
*
```

Atomic partial charges in e from the Löwdin method, atoms 1 to 5: number 1, C, carries -0.129; number 2, C, carries -0.039; number 3, C, carries -0.049; number 4, C, carries -0.427; number 5, N, carries -0.045

---

Entry ii
The following is a quantum chemistry calculation of a cluster of 2 separate species, C4H14N4 in total, from the Open Molecules 2025 dataset.

Computed properties:
HOMO ... -6.79 eV
Kohn-Sham gap ... 7.6 eV
SMILES ... N/C=N\N.CCNC

ORCA input file:
```
! RIJCOSX wB97M-V def2-TZVPD def2/J DEFGRID3
* xyz 0 1
C -1.63720 -0.48664 0.06573
C 0.90010 0.93634 0.62419
C 0.93596 -1.83810 0.31179
C 2.41395 0.86906 0.66394
N -2.11705 0.70250 0.47338
N 0.37258 -0.56925 -0.13835
N -2.36774 1.63837 -0.54586
N -1.94237 -1.04157 -1.19865
H 0.63471 -0.42259 -1.11157
H -1.68412 -1.20641 0.88168
H -1.96043 2.53196 -0.25574
H -2.86151 2.05303 -1.32927
H -2.19011 -0.33788 -1.88196
H -1.16651 -1.61685 -1.51427
H 0.56954 1.76214 -0.00293
H 0.45604 0.97830 1.61400
H 0.54462 -2.67333 -0.27686
H 0.65518 -1.96974 1.35769
H 2.02450 -1.89175 0.22635
H 2.84303 0.70198 -0.32499
H 2.80989 1.81215 1.04880
H 2.76693 0.06826 1.31288
*
```

Atomic partial charges in e from the Löwdin method, atoms 1 to 5: number 1, C, carries -0.383; number 2, C, carries -0.105; number 3, C, carries -0.134; number 4, C, carries -0.137; number 5, N, carries -0.097

---

The structure with the greatest stability is entry i.

---

Entry i
The following is a quantum chemistry calculation of a cluster of 4 separate species, C4H10N2O4 in total, from the Open Molecules 2025 dataset.

Computed properties:
HOMO ... -10.08 eV
Kohn-Sham gap ... 10.2 eV
SMILES ... [H]/N=C/O.C=CN=C=O.O.O

ORCA input file:
```
! RIJCOSX wB97M-V def2-TZVPD def2/J DEFGRID3
* xyz 0 1
C -2.92308 1.50740 -0.96630
C -2.38973 0.82092 -1.88575
C 1.63699 0.40647 -0.33568
C -1.09146 2.88968 -0.20594
N -2.22136 2.45562 -0.27562
N 2.33764 -0.42014 -0.90775
O 1.11820 -1.58505 2.76454
O 1.15731 0.23529 0.89872
O 1.26005 -4.12226 0.79128
O -0.10512 3.43470 0.05317
H 1.51833 -1.84437 1.93365
H -4.01396 1.49426 -0.54164
H -2.96562 -0.00475 -2.16970
H -1.36536 0.92395 -2.09952
H 1.27632 1.37046 -0.90726
H 1.76624 -3.78858 1.58732
H 2.55296 -0.13018 -1.84987
H 0.47350 0.88754 1.27840
H 1.52850 -3.56888 0.08457
H 0.44967 -0.96210 2.75338
*
```

Atomic partial charges in e from the Löwdin method, atoms 1 to 5: number 1, C, carries -0.251; number 2, C, carries 0.017; number 3, C, carries -0.407; number 4, C, carries -0.322; number 5, N, carries 0.124

---

Entry ii
The following is a quantum chemistry calculation of a cluster of 2 separate species, C4H10N2O4 in total, from the Open Molecules 2025 dataset.

Computed properties:
HOMO ... -8.25 eV
Kohn-Sham gap ... 8.8 eV
SMILES ... C/C(O)=N/N.COC(=O)O

ORCA input file:
```
! RIJCOSX wB97M-V def2-TZVPD def2/J DEFGRID3
* xyz 0 1
C -1.46458 2.14885 0.00624
C 0.79481 1.23936 0.45025
O -0.55860 1.39612 0.81354
O 1.08425 1.87136 -0.71493
O 1.66633 1.05041 1.28752
H 2.05677 1.95411 -0.68647
H -1.13429 2.30569 -1.02339
H -2.40965 1.59898 -0.01968
H -1.64373 3.11335 0.49061
C 1.43864 -1.69358 -1.17123
C 0.45119 -1.33909 -0.10146
N -1.72374 -1.57855 0.55986
O 0.87763 -1.70420 1.13283
N -0.84857 -1.30580 -0.40456
H 0.42999 -1.15038 1.79115
H -2.63871 -1.17021 0.36700
H -1.43502 -1.39579 1.51776
H 2.45386 -1.59848 -0.77697
H 1.31503 -1.01720 -2.01956
H 1.28839 -2.72494 -1.49852
*
```

Atomic partial charges in e from the Löwdin method, atoms 1 to 5: number 1, C, carries -0.057; number 2, C, carries -0.563; number 3, O, carries -0.065; number 4, O, carries 0.103; number 5, O, carries 0.106

---

The structure with the greatest stability is entry ii.

---

Entry i
The following is a quantum chemistry calculation of a cluster of 2 separate species, C6H14N3O3 in total, from the Open Molecules 2025 dataset.

Computed properties:
HOMO ... -12.15 eV
Kohn-Sham gap ... 9.2 eV

ORCA input file:
```
! RIJCOSX wB97M-V def2-TZVPD def2/J DEFGRID3
* xyz 1 1
C 0.45027 2.78935 -1.94473
C -0.60829 -0.18997 -1.40138
C -1.58438 -0.17887 -2.52116
C 1.33816 -1.39716 2.30209
C -1.04741 -1.61307 1.57105
C -0.09595 0.42005 0.95060
N 0.09641 3.05983 -0.84005
N 1.22116 0.97574 0.59798
N 0.31721 -1.02779 1.18823
O 0.97874 2.58565 -2.92778
O 0.53656 -0.68114 -1.49295
O -0.92279 0.45798 -0.23847
H -2.59480 -0.25725 -2.18433
H -1.25833 -0.88694 -3.17676
H -1.58139 0.85829 -3.10605
H 1.10095 -2.42623 2.46105
H 2.26355 -1.38641 1.74915
H 1.21805 -0.87933 3.17531
H -1.14159 -2.69161 1.47603
H -1.46660 -1.28243 2.49393
H -1.72658 -1.23515 0.88073
H 1.02270 1.93663 0.25658
H -0.90979 3.08842 -0.64441
H 1.71676 0.36207 -0.17137
H 1.99545 0.94979 1.29834
H 0.68194 -1.35044 0.24835
*
```

Atomic partial charges in e from the Löwdin method, atoms 1 to 5: number 1, C, carries -0.420; number 2, C, carries -0.457; number 3, C, carries 0.058; number 4, C, carries 0.063; number 5, C, carries 0.008

---

Entry ii
The following is a quantum chemistry calculation of a cluster of 3 separate species, C6H14N3O3 in total, from the Open Molecules 2025 dataset.

Computed properties:
HOMO (alpha / beta) ... -12.43 / -12.43 eV
Kohn-Sham gap (alpha / beta) ... 8.3 / 8.3 eV

ORCA input file:
```
! RIJCOSX wB97M-V def2-TZVPD def2/J DEFGRID3
* xyz 1 1
C 0.07047 -0.16733 3.14110
C -1.73678 -2.51603 -0.41784
C -1.31681 -3.54581 0.53432
C 1.25049 2.35905 -2.28072
C 1.22588 0.96285 -1.64306
C -0.97144 1.67454 2.12453
N -0.17593 1.24356 3.07716
N 0.11532 1.87309 0.12447
N 0.42150 0.87927 -0.39160
O 0.08554 -0.85364 2.16856
O -3.00200 -2.69384 -0.79184
O -1.16322 -1.46731 -0.66655
H 0.26699 -0.61345 4.19375
H -2.11835 -3.99836 1.02270
H -0.44637 -3.11952 0.98427
H -0.89426 -4.34503 -0.11117
H 1.90278 3.07844 -1.71918
H 1.38487 2.35030 -3.36724
H 0.25430 2.73276 -2.26562
H 2.25480 0.50567 -1.46429
H 0.56726 0.29305 -2.37678
H -0.92587 2.77682 1.99245
H -1.67943 1.03144 1.83686
H 0.48515 1.89057 3.46772
H -3.03463 -2.16988 -1.64066
H 0.13183 -0.12779 -0.25077
*
```

Atomic partial charges in e from the Löwdin method, atoms 1 to 5: number 1, C, carries -0.235; number 2, C, carries -0.569; number 3, C, carries 0.035; number 4, C, carries -0.108; number 5, C, carries -0.192

---

The structure with the greatest stability is entry i.

---

Entry i
The following is a quantum chemistry calculation of a cluster of 2 separate species, C3H9N3 in total, from the Open Molecules 2025 dataset.

Computed properties:
HOMO ... -20.87 eV
Kohn-Sham gap ... 11.3 eV

ORCA input file:
```
! RIJCOSX wB97M-V def2-TZVPD def2/J DEFGRID3
* xyz 2 1
C -1.70391 0.80646 -0.17747
C -4.01111 -0.11484 -0.42087
C 2.68292 1.13355 -0.20844
N 2.43182 -1.12005 -0.25075
N -2.76480 0.39190 -0.28682
N 1.90706 -0.00951 -0.31874
H -0.74623 1.23952 -0.05864
H -4.03802 -0.84418 -1.23960
H -4.71880 0.69309 -0.64498
H -4.32202 -0.60164 0.51262
H 2.22828 1.81197 0.53164
H 2.56867 1.69638 -1.15077
H 3.74448 0.96754 0.01158
H 3.44863 -1.27326 -0.09653
H 1.84126 -1.95300 -0.35974
*
```

Atomic partial charges in e from the Löwdin method, atoms 1 to 5: number 1, C, carries 0.347; number 2, C, carries 0.001; number 3, C, carries -0.037; number 4, N, carries 0.237; number 5, N, carries 0.086

---

Entry ii
The following is a quantum chemistry calculation of the ion C3H9N3 with charge +2, from the Open Molecules 2025 dataset.

Computed properties:
HOMO ... -21.07 eV
Kohn-Sham gap ... 12.7 eV
SMILES ... C[NH2+][C@@H]1NC1=[NH2+]

ORCA input file:
```
! RIJCOSX wB97M-V def2-TZVPD def2/J DEFGRID3
* xyz 2 1
C 0.76579 -0.86616 0.88432
C 0.21596 0.50635 0.55327
C -1.45437 0.78295 -1.16831
N 1.55984 0.15430 1.09576
N 0.48755 -2.06252 0.99458
N 0.04159 0.91741 -0.93394
H -0.46975 0.98198 1.32311
H -1.63709 -0.23725 -0.86483
H -1.91450 1.30261 -0.33515
H -1.61765 0.89925 -2.23033
H 2.43404 0.59406 1.25933
H -0.51054 -2.42735 0.99613
H 1.21325 -2.87390 1.06954
H 0.12395 1.90544 -1.13947
H 0.76193 0.42282 -1.50400
*
```

Atomic partial charges in e from the Löwdin method, atoms 1 to 5: number 1, C, carries -0.250; number 2, C, carries -0.036; number 3, C, carries 0.055; number 4, N, carries 0.284; number 5, N, carries 0.287

---

The structure with the greatest stability is entry i.